Here is a gas-phase ion, C7H13N2S3 (charge +1) in a non-equilibrium geometry from OMol25. Energies are from ωB97M-V/def2-TZVPD.

Geometry as XYZ:
```
25
Properties=species:S:1:pos:R:3:lowdin_charge:R:1
S -2.7938 -1.3177 1.4813 0.786
S 2.9572 -0.2593 0.0504 0.975
S -1.9295 -0.3986 -1.4097 0.887
N -0.2954 -2.2474 0.2136 0.180
N -1.6842 1.7227 0.5098 0.173
C -1.5539 -0.6017 0.3224 -0.930
C 0.9001 -1.9181 -0.0169 -0.422
C 0.4896 0.6966 0.0980 -0.389
C -0.7783 0.5169 0.8452 -0.403
C 1.3945 -0.4846 0.0592 -0.634
C 1.8956 -3.0889 -0.2702 -0.073
C 1.3258 1.9628 0.5829 -0.067
H -1.3457 2.6655 0.6521 0.152
H -2.5400 1.6863 1.0678 0.164
H -3.1711 -2.3879 0.8331 -0.137
H 0.1983 0.8555 -0.9621 0.124
H 1.6588 -4.1294 -0.0423 0.074
H 2.0993 -3.2116 -1.4048 0.113
H 2.9351 -2.8538 0.1633 0.060
H 1.6167 2.5424 -0.3763 0.134
H 2.1616 1.6379 1.1381 0.005
H -0.6139 0.5771 1.9749 0.197
H -2.9487 -1.1442 -1.4847 -0.137
H 0.7006 2.4849 1.2712 0.056
H -1.7501 1.6328 -0.5617 0.113
```

DFT total energy in eV: -42944.9995
Charge: +1
ΔE to the lowest compared entry with this formula, charge and spin in kJ/mol: 121.25
HOMO energy in eV: -11.85



Here is a single C7H13N3 molecule in a non-equilibrium geometry from OMol25. Energies are from ωB97M-V/def2-TZVPD.

Geometry as XYZ:
```
23
Properties=species:S:1:pos:R:3:lowdin_charge:R:1
N -0.1855 -0.7948 -0.3261 0.043
N 3.4202 -0.9589 -0.3577 0.083
N -3.7182 -1.1004 0.1059 0.061
C 0.1446 1.7094 -0.4139 -0.141
C -1.2267 1.4123 0.3995 -0.087
C 2.3541 -1.2248 0.2227 -0.297
C 1.1805 -0.3524 0.3052 -0.310
C 1.6627 1.0465 -0.2425 -0.127
C -1.4612 -0.1891 0.1697 -0.317
C -2.7240 -0.6767 -0.5286 -0.273
H 1.2895 -0.1225 1.3394 0.123
H -2.4846 -0.7898 -1.6506 0.132
H 2.1987 -2.4240 0.6103 0.159
H -1.2112 1.5003 1.5910 0.134
H -1.6526 -0.5498 1.2806 0.149
H -0.2686 -1.5581 0.1492 0.006
H -2.0195 1.9680 0.1012 0.042
H 2.3734 1.0462 -0.9876 0.058
H 2.1393 1.5106 0.6935 0.124
H 0.7088 2.7516 -0.4220 0.130
H -4.4846 -1.5790 -0.6347 0.131
H 4.0626 -1.8310 -0.0915 0.111
H -0.0976 1.2065 -1.3131 0.066
```

DFT total energy in eV: -11933.7066
Charge: 0
ΔE to the lowest compared entry with this formula, charge and spin in kJ/mol: 600.61
HOMO energy in eV: -9.24
SMILES: [H]/N=C/[C@@H]1CCC[C@H](/C=N/[H])N1



Here is a molecular structure, C7H13N3 in a non-equilibrium geometry from OMol25. Energies are from ωB97M-V/def2-TZVPD.

Geometry as XYZ:
```
23
Properties=species:S:1:pos:R:3:lowdin_charge:R:1
N -0.1412 0.9764 0.4150 0.145
N 0.4172 1.8210 -1.4839 0.219
N 0.9848 0.0079 -2.7691 0.285
C -0.6318 -3.4282 2.0442 -0.105
C 0.3539 -0.1194 -0.2808 -0.070
C -0.1307 2.0985 -0.2325 -0.237
C -0.5575 -1.5514 0.6492 0.034
C 0.1642 -2.4922 1.2464 -0.203
C -0.5338 3.4123 0.1274 0.068
C 0.6818 0.5382 -1.6242 -0.216
H -1.1195 3.7802 -0.7109 0.126
H 1.0671 -0.9909 -2.9904 0.185
H -0.9339 3.4763 1.1501 0.132
H 1.3483 -2.4603 1.3725 0.177
H -1.7851 -3.1868 1.9520 0.134
H -1.6701 -1.5905 0.2720 0.153
H 1.3696 -0.5616 0.1404 0.192
H -0.4146 -4.5374 1.8513 0.125
H -0.1843 -3.3485 3.0981 0.123
H -0.1528 1.0066 1.4046 0.190
H 0.2867 2.4435 -2.2947 0.219
H 0.4437 4.0104 0.1568 0.167
H 1.1380 0.6960 -3.4934 0.158
```

DFT total energy in eV: -11920.3580
Charge: +2
ΔE to the lowest compared entry with this formula, charge and spin in kJ/mol: 292.40
HOMO energy in eV: -17.24



Here is 2 unconnected molecules or ions with the total composition C7H13N3O in a non-equilibrium geometry from OMol25. Energies are from ωB97M-V/def2-TZVPD.

Geometry as XYZ:
```
24
Properties=species:S:1:pos:R:3:lowdin_charge:R:1
O 1.4317 0.5375 -0.6928 -0.294
N -3.9353 0.4366 -0.0531 0.100
N -1.9886 -0.4186 -0.8895 -0.033
N -0.5569 -0.3317 -0.7494 0.004
C 2.7223 -1.1740 0.2810 -0.095
C -2.7870 -0.0765 0.1967 -0.475
C 1.4086 1.7131 -1.4622 -0.108
C 2.7360 -2.1724 0.9355 0.115
C -2.3266 -0.4226 1.5690 -0.111
C 2.7387 0.0554 -0.5286 -0.247
C -1.1883 -0.0013 2.1311 0.026
H -2.3083 0.1266 -1.6954 0.128
H 1.8134 1.5380 -2.4761 0.094
H -0.3079 -1.0377 -0.0566 0.075
H -0.4619 0.5890 1.5803 0.059
H -4.4696 0.5401 0.8067 0.035
H 1.9894 2.5160 -0.9776 0.092
H -0.9524 -0.3116 3.1193 0.047
H -0.1888 -0.7359 -1.6274 0.109
H -3.0394 -0.9976 2.1535 0.100
H 0.3640 2.0376 -1.5473 0.088
H 2.7417 -3.0713 1.5208 0.033
H 3.3686 0.8163 -0.0324 0.129
H 3.1966 -0.1550 -1.5055 0.127
```

DFT total energy in eV: -13982.3378
Charge: 0
ΔE to the lowest compared entry with this formula, charge and spin in kJ/mol: 581.38
HOMO energy in eV: -7.75
SMILES: [H]/N=C(\C=C)NN.C#CCOC